5 unconnected molecules or ions with the total composition C3H14O5 in a non-equilibrium geometry, computed with ωB97M-V/def2-TZVPD.

DFT total energy, eV: -13574.877
LUMO level, eV: 0.542
Structure (SMILES): C/C=C/O.O.O.O.O
HOMO, Ha: -0.353

The geometry in ORCA input format:
```
! RIJCOSX wB97M-V def2-TZVPD def2/J DEFGRID3
* xyz 0 1
C 0.50464 -1.56696 -1.70404
C 0.03615 -0.12578 -1.81518
C 0.59741 0.83532 -1.11584
O 0.15476 2.16915 -1.08798
H 0.17345 -1.97965 -0.74389
H -0.02482 -2.16633 -2.44591
H 1.57279 -1.63952 -1.86659
H -0.81970 0.04038 -2.46723
H 1.33061 0.69028 -0.33522
H 0.37588 2.64210 -1.89541
O 0.39630 -0.86003 1.92491
H 0.35943 -1.38590 2.73387
H -0.18530 -0.09080 2.12196
O 3.43641 -1.44589 1.54664
H 3.06658 -2.32680 1.57223
H 2.78593 -0.75827 1.39701
O -2.61300 1.85201 -0.34400
H -2.62283 2.80097 -0.51530
H -1.65407 1.65903 -0.40163
O -2.01069 0.57303 2.10144
H -2.27886 1.25427 1.45992
H -2.58109 -0.17063 1.88025
*
```

***

5 unconnected molecules or ions with the total composition C3H15BrN6O4 in a non-equilibrium geometry, computed with ωB97M-V/def2-TZVPD.

DFT total energy, eV: -90527.325
LUMO level, eV: -1.713
HOMO, Ha: -0.308

The geometry in ORCA input format:
```
! RIJCOSX wB97M-V def2-TZVPD def2/J DEFGRID3
* xyz 0 1
O -1.65510 0.93527 3.60302
H -2.24625 0.38550 4.12254
H -1.13735 0.41685 2.98272
H -1.04970 1.27728 4.26493
Br 0.22992 0.04665 1.37142
C 1.36626 3.89941 1.10738
O 1.74018 5.05444 1.11799
N 0.14929 3.59774 1.30943
N 2.19937 2.91960 0.82612
H -0.17375 2.64124 1.28061
H -0.50960 4.30494 1.01644
H 1.55835 2.15451 0.67178
H 2.90950 3.22596 0.17653
C -1.02646 0.67627 -2.70610
O -1.25404 1.02937 -3.90328
N -0.63465 1.42674 -1.76222
N -0.90972 -0.55105 -2.33809
H -0.23904 0.95195 -0.96338
H -0.45899 2.41593 -1.86596
H -0.25361 -0.77469 -1.60351
H -1.11870 -1.39491 -2.85220
C 0.19876 -4.02088 -1.16384
O 0.01787 -3.28717 -2.11656
N 0.28787 -5.30474 -1.17378
N 0.37173 -3.56717 0.04082
H 0.48566 -5.73174 -2.06745
H 0.23896 -5.85501 -0.32825
H 0.39085 -2.57529 0.23036
H 0.52238 -4.29699 0.72255
*
```

***

3 unconnected molecules or ions with the total composition C3H15N3O2 in a non-equilibrium geometry, computed with ωB97M-V/def2-TZVPD.

DFT total energy, eV: -11917.152
LUMO level, eV: 0.531
Structure (SMILES): NCCNCN.O.O
HOMO, Ha: -0.323

The geometry in ORCA input format:
```
! RIJCOSX wB97M-V def2-TZVPD def2/J DEFGRID3
* xyz 0 1
N 0.96319 -1.29632 -0.86395
C -0.28953 -0.82223 -0.53405
C -0.37888 0.74076 -0.74024
N -1.09122 1.19162 0.57131
C 0.13978 1.23475 1.51482
N 0.19920 0.14456 2.39993
H 1.55954 -0.74284 -0.21879
H 1.33414 -1.03361 -1.84725
H -0.44661 -1.10261 0.57315
H -1.21371 -1.18148 -0.95879
H 0.50356 1.37645 -1.05168
H -0.99430 0.83241 -1.69586
H -1.41246 2.11115 0.35598
H 0.01983 2.15984 2.09693
H 1.14718 1.44189 1.17963
H -0.51903 -0.11548 3.06609
H 0.50937 -0.64639 1.85123
O 2.83641 -0.58280 -2.85264
H 3.54984 0.00320 -2.91254
H 3.26991 -1.45694 -2.62924
O -3.36550 -0.62160 1.25984
H -2.52254 -0.44949 0.84174
H -3.79818 -1.18485 0.59438
*
```

***

3 unconnected molecules or ions with the total composition C3H15N3O2 in a non-equilibrium geometry, computed with ωB97M-V/def2-TZVPD.

DFT total energy, eV: -11917.749
LUMO level, eV: 0.589
Structure (SMILES): NCCNCN.O.O
HOMO, Ha: -0.298

The geometry in ORCA input format:
```
! RIJCOSX wB97M-V def2-TZVPD def2/J DEFGRID3
* xyz 0 1
N 0.86182 2.21494 0.67948
C -0.33116 1.88145 -0.24649
C -0.86797 0.39689 0.05097
N 0.08818 -0.65945 -0.44721
C 0.45705 -1.81364 0.30469
N 0.20452 -3.01732 -0.38087
H 1.36683 1.28975 0.84098
H 0.55688 2.55347 1.52547
H -0.04209 2.00933 -1.22857
H -1.17194 2.61522 -0.08448
H -1.01198 0.46198 1.09585
H -1.84279 0.08689 -0.29910
H 0.73035 -0.37118 -1.21746
H -0.00982 -1.73733 1.24016
H 1.57528 -1.60513 0.48369
H -0.73073 -3.23686 -0.57444
H 0.73699 -3.03237 -1.24041
O 1.63264 0.04445 -3.07664
H 2.55256 -0.12034 -3.08323
H 1.63424 1.03809 -2.92084
O -2.12633 0.50807 3.19478
H -2.80725 0.48594 2.60233
H -1.45530 0.00713 2.78136
*
```

***

3 unconnected molecules or ions with the total composition C3H15N4O8P2S2 in a non-equilibrium geometry, computed with ωB97M-V/def2-TZVPD.

DFT total energy, eV: -65941.225
LUMO level, eV: -5.567
HOMO, Ha: -0.435

The geometry in ORCA input format:
```
! RIJCOSX wB97M-V def2-TZVPD def2/J DEFGRID3
* xyz 1 1
O 3.00415 0.49584 -1.53401
P 3.59722 -0.81031 -1.37143
O 4.75188 -0.88955 -0.30690
O 4.09044 -1.46740 -2.72706
C 2.32592 -2.00267 -0.73195
S 0.99108 -2.03362 -1.94100
S 0.69114 -4.02712 -2.33304
P -0.65946 -1.24194 -0.76276
O -0.20704 -0.10884 0.02688
O -1.13008 -2.42698 0.15810
O -1.86550 -0.93546 -1.69800
H 4.89894 -1.76416 0.06388
H 4.24156 -2.41483 -2.62433
H 2.71641 -2.99703 -0.53636
H 1.94635 -1.56475 0.18665
H 0.32547 -3.89809 -3.61968
H -0.38661 -2.71685 0.69910
H -1.60578 -0.46923 -2.50789
C -1.53481 0.96079 4.06712
O -1.43335 1.14974 5.26018
N -2.58629 0.26205 3.52057
N -0.61198 1.42160 3.16279
H -2.69694 0.10626 2.53846
H -3.28327 -0.08251 4.15310
H 0.16158 1.94525 3.52577
H -0.68182 1.27437 2.17376
C -1.95646 3.54595 -0.93146
O -2.13002 4.73160 -1.09857
N -2.98796 2.68289 -0.63694
N -0.71703 2.95744 -1.02012
H -2.86433 1.70198 -0.48194
H -3.90584 3.07873 -0.55746
H 0.05790 3.55806 -1.23057
H -0.55550 1.97878 -0.88489
*
```

***

4 unconnected molecules or ions with the total composition C3H15NO3 in a non-equilibrium geometry, computed with ωB97M-V/def2-TZVPD.

DFT total energy, eV: -10984.860
⟨S²⟩: 0.75
LUMO level (alpha / beta), eV: 3.164 / 3.528
HOMO (alpha / beta), Ha: 0.043 / -0.206

The geometry in ORCA input format:
```
! RIJCOSX wB97M-V def2-TZVPD def2/J DEFGRID3
* xyz -1 2
C -1.52111 -2.99080 0.15554
C -0.26648 -2.14529 -0.09994
N -0.58932 -0.72079 -0.01321
C -1.09784 -0.17234 -1.26037
H -2.37062 -2.59018 -0.40375
H -1.73282 -2.86606 1.21519
H -1.43947 -4.02714 -0.17958
H 0.27828 -2.40505 -1.01611
H 0.44079 -2.38011 0.69963
H 0.18699 -0.26068 0.41243
H -2.14898 0.09732 -1.12297
H -0.56085 0.72905 -1.53640
H -1.06279 -0.87257 -2.08804
H 2.29781 2.65154 4.88666
H 1.57077 2.82322 3.53041
O 2.26092 2.32103 3.98269
H -2.21633 5.93640 -1.26530
H -1.11482 5.85020 -0.16334
O -2.04376 5.66018 -0.36129
H 3.68149 -0.72338 -2.02489
H 4.03237 -2.32164 -1.63470
O 3.41577 -1.59292 -1.71268
*
```

***

4 unconnected molecules or ions with the total composition C3H15NO3 in a non-equilibrium geometry, computed with ωB97M-V/def2-TZVPD.

DFT total energy, eV: -10986.597
LUMO level, eV: 0.482
Structure (SMILES): CCCN.O.O.O
HOMO, Ha: -0.339

The geometry in ORCA input format:
```
! RIJCOSX wB97M-V def2-TZVPD def2/J DEFGRID3
* xyz 0 1
C -1.51192 0.66048 1.15104
C -1.50681 1.15724 -0.28508
C -1.55231 0.09764 -1.38430
N -0.28092 -0.54682 -1.60599
H -0.52542 0.41606 1.52793
H -2.14937 -0.22160 1.26119
H -1.94398 1.38621 1.84013
H -2.34145 1.85631 -0.38523
H -0.62934 1.77022 -0.50874
H -1.98256 0.56346 -2.27692
H -2.39170 -0.56119 -1.11898
H -0.35870 -1.54647 -1.47179
H 0.44022 -0.21715 -0.98035
O 3.01883 -1.09662 -0.12705
H 2.98862 -0.18422 -0.43385
H 3.16052 -1.62505 -0.91904
O 0.90005 -2.83856 0.75018
H 1.77744 -2.51843 0.50377
H 0.25407 -2.14083 0.86382
O 1.61149 1.96845 0.83248
H 1.40327 1.09051 1.15589
H 1.61997 2.53032 1.61087
*
```

***

4 unconnected molecules or ions with the total composition C3H15NO3 in a non-equilibrium geometry, computed with ωB97M-V/def2-TZVPD.

DFT total energy, eV: -10986.595
LUMO level, eV: 0.592
Structure (SMILES): CCNC.O.O.O
HOMO, Ha: -0.353

The geometry in ORCA input format:
```
! RIJCOSX wB97M-V def2-TZVPD def2/J DEFGRID3
* xyz 0 1
C -1.95337 -0.38464 -0.31307
C -1.21342 0.01775 -1.57271
N 0.18389 0.35600 -1.20874
C 0.94393 0.99948 -2.26879
H -2.84290 -0.99311 -0.47640
H -1.31269 -1.06117 0.26062
H -2.23886 0.45617 0.29906
H -1.19226 -0.76629 -2.31534
H -1.71947 0.86622 -2.05996
H 0.10099 0.93461 -0.38131
H 0.31703 1.66717 -2.88480
H 1.28305 0.23798 -2.97319
H 1.80131 1.51610 -1.84209
O 0.94347 -1.03201 2.17913
H 0.60765 -1.18542 1.28994
H 1.77700 -0.56880 2.06746
O -0.10564 1.88811 5.77002
H 0.77065 1.57310 5.53081
H -0.55770 2.02852 4.93369
O 1.79690 -2.09937 -1.14290
H 1.58891 -2.92057 -1.61266
H 1.02154 -1.52984 -1.27879
*
```

***

4 unconnected molecules or ions with the total composition C3H15NO3 in a non-equilibrium geometry, computed with ωB97M-V/def2-TZVPD.

DFT total energy, eV: -10977.495
⟨S²⟩: 0.75
LUMO level (alpha / beta), eV: -3.512 / -9.097
HOMO (alpha / beta), Ha: -0.535 / -0.535

The geometry in ORCA input format:
```
! RIJCOSX wB97M-V def2-TZVPD def2/J DEFGRID3
* xyz 1 2
C 0.49341 -1.52215 1.92973
C 0.24085 -0.43363 0.83211
C 1.47467 0.49348 0.71146
N -0.96216 0.29160 1.12286
H 0.06440 -1.25013 2.88424
H 1.56594 -1.55799 2.11880
H 0.22861 -2.52361 1.59913
H 0.14078 -0.85185 -0.16718
H 1.23352 1.30644 0.02859
H 2.26126 -0.11989 0.26322
H 1.89961 0.88033 1.64122
H -1.75142 -0.26276 0.77303
H -1.01478 0.66613 2.07374
H -0.76332 0.69950 -3.09906
H -1.27242 1.58213 -1.91500
O -1.47468 0.81562 -2.46650
H -1.42997 1.82242 0.43391
H -2.37066 2.99284 0.01299
O -1.68012 2.38932 -0.28634
H 0.24763 -1.60888 -2.86376
H 1.83482 -1.69233 -2.96979
O 1.03403 -2.11659 -2.65738
*
```

***

A molecular structure, C3H15NO3S in a non-equilibrium geometry, computed with ωB97M-V/def2-TZVPD.

DFT total energy, eV: -21820.519
⟨S²⟩: 0.75
LUMO level (alpha / beta), eV: 3.291 / 1.330
HOMO (alpha / beta), Ha: -0.177 / -0.177

The geometry in ORCA input format:
```
! RIJCOSX wB97M-V def2-TZVPD def2/J DEFGRID3
* xyz -1 2
C 0.67602 -0.37286 1.43229
C 1.26930 0.78804 0.62127
C 2.45247 0.40921 -0.34091
S 1.98088 -1.09128 -1.29056
N -0.42877 0.20463 2.17508
H 1.52908 -0.83078 2.14023
H 0.30693 -1.17900 0.80386
H 0.45300 1.18074 0.03938
H 1.56460 1.65782 1.26919
H 3.32854 0.18195 0.29301
H 2.68896 1.26178 -1.12995
H -0.43232 -3.75235 -0.27232
H -0.83205 -0.38612 2.90475
H -1.15547 0.14358 1.37949
H -0.60543 -3.01990 -0.54741
H -0.52250 -0.76126 -2.51688
O -1.46923 -0.93553 -2.48150
H -1.54829 1.20115 -0.76367
H -1.56421 2.76683 -1.36114
O -0.95632 2.01022 -1.24629
H -2.84566 0.83716 0.44372
H -1.70678 -0.68308 -1.60449
O -2.18273 0.36906 0.05286
*
```